(1)
The following is a DFT calculation (ωB97M-V with the def2-TZVPD basis set) of a cluster of 2 separate species, C3H5IO in total in a non-equilibrium geometry.

## Properties
LUMO level (alpha / beta), eV: -1.863 / -1.863
Frontier orbital gap (alpha / beta), eV: 6.9 / 6.9
Calculated total energy, Eh: -490.04748
E_HOMO (alpha / beta), eV: -8.811 / -8.812
ΔE to the lowest compared entry with this formula, charge and spin, kcal/mol: 103.8

Positions of all 10 atoms, in Å:
C  0.53897  -1.30874  -0.82190
C  0.51113  -0.57538  0.26242
C  -0.68257  -0.02299  0.82567
O  0.29115  2.05574  -0.08497
I  -2.54324  -0.31949  -0.08024
H  1.47098  -1.59332  -1.22388
H  -0.36063  -1.70555  -1.40040
H  1.28322  0.13447  0.47312
H  -0.56953  0.56714  1.68322
H  0.06051  2.76814  0.36697

Mulliken atomic charges, in units of e: C -0.524; C 0.070; C -0.371; O -0.695; I 0.170; H 0.251; H 0.084; H 0.314; H 0.495; H 0.205


(2)
The following is a DFT calculation (ωB97M-V with the def2-TZVPD basis set) of a cluster of 2 separate species, C3H5IO in total in a non-equilibrium geometry.

## Properties
SMILES string: C=CC=O.I
LUMO level, eV: -0.096
Frontier orbital gap, eV: 9.4
Calculated total energy, Eh: -490.16804
E_HOMO, eV: -9.544
ΔE to the lowest compared entry with this formula, charge and spin, kcal/mol: 28.2

Positions of all 10 atoms, in Å:
C  0.59893  -0.87062  -0.07765
C  -0.38916  0.00310  0.16413
C  -0.60565  1.40742  -0.27871
O  0.17575  2.32845  -0.38107
H  0.66478  -1.80626  0.53753
H  1.18687  -0.98298  -0.92886
H  -1.04314  -0.18134  1.03702
H  -1.68749  1.63527  -0.41431
I  2.48694  3.94953  1.54064
H  1.33251  3.16574  1.02193

Mulliken atomic charges, in units of e: C -0.602; C -0.040; C 0.042; O -0.468; H 0.213; H 0.313; H 0.254; H 0.282; I -0.078; H 0.084


(3)
The following is a DFT calculation (ωB97M-V with the def2-TZVPD basis set) of a cluster of 2 separate species, C3H5IS in total in a non-equilibrium geometry.

## Properties
LUMO level (alpha / beta), eV: -0.851 / -0.840
Frontier orbital gap (alpha / beta), eV: 7.3 / 7.3
Calculated total energy, Eh: -813.02608
E_HOMO (alpha / beta), eV: -8.171 / -8.159
ΔE to the lowest compared entry with this formula, charge and spin, kcal/mol: 79.8

Positions of all 10 atoms, in Å:
C  -1.54532  0.76312  0.85630
C  -0.75956  0.72197  -0.30747
C  -0.38133  -0.29716  -1.14180
S  0.36126  -1.75652  -0.56039
I  3.61630  -0.03287  0.23962
H  -1.81769  1.65216  1.37285
H  -1.91056  -0.23285  1.31250
H  -0.38564  1.58222  -0.66578
H  2.03916  -0.30060  0.71313
H  0.78338  -2.09947  -1.81896

Mulliken atomic charges, in units of e: C -0.578; C -0.036; C -0.320; S -0.146; I -0.070; H 0.300; H 0.170; H 0.403; H 0.066; H 0.211


(4)
The following is a DFT calculation (ωB97M-V with the def2-TZVPD basis set) of a structure of composition C3H5LiMgO4 in a non-equilibrium geometry.

## Properties
LUMO level (alpha / beta), eV: -4.257 / -4.214
2S+1: 2
Frontier orbital gap (alpha / beta), eV: 5.3 / 7.6
Calculated total energy, Eh: -625.58172
E_HOMO (alpha / beta), eV: -9.596 / -11.832
Charge: +1
ΔE to the lowest compared entry with this formula, charge and spin, kcal/mol: 39.9

Positions of all 14 atoms, in Å:
Mg  -1.11861  -0.82591  -0.52399
O  0.12121  -0.93666  1.11352
C  0.85219  -0.09664  1.67781
H  1.60190  0.43018  1.05576
H  0.81802  0.08180  2.76636
C  -1.02901  2.01517  0.38202
O  -1.18684  2.59003  -0.97056
C  -0.48249  2.06388  -1.93472
O  -0.23738  0.85681  -1.95347
O  0.36636  2.99167  -2.34720
Li  -0.76077  4.12763  1.09641
H  -1.98406  1.46920  0.47981
H  -0.05031  1.50973  0.34023
H  1.15447  2.58243  -2.72952

Mulliken atomic charges, in units of e: Mg 0.603; O -0.420; C -0.045; H 0.320; H 0.304; C -0.860; O -0.291; C 0.910; O -0.536; O -0.426; Li 0.905; H 0.251; H -0.069; H 0.357


(5)
The following is a DFT calculation (ωB97M-V with the def2-TZVPD basis set) of a structure of composition C3H5LiO3Tl in a non-equilibrium geometry.

## Properties
LUMO level, eV: -18.475
Frontier orbital gap, eV: 6.9
Calculated total energy, Eh: -521.64830
E_HOMO, eV: -25.366
Charge: +3

Positions of all 13 atoms, in Å:
H  -2.78053  -0.44568  1.18843
O  0.84798  -0.82966  -1.09552
C  0.75569  0.54181  -0.79118
C  0.24721  0.88281  0.59579
O  -1.18219  0.69338  0.77058
C  -1.67934  -0.44222  1.11746
O  -1.08203  -1.51865  1.14287
Li  1.43059  -1.05088  -2.81700
Tl  0.41077  -2.18686  0.10232
H  0.11365  1.05665  -1.52694
H  1.75380  1.01186  -0.84555
H  0.38795  1.95387  0.77078
H  0.77644  0.33357  1.38796

Mulliken atomic charges, in units of e: H 0.466; O -0.406; C 0.038; C -0.950; O -0.187; C 0.519; O -0.394; Li 0.919; Tl 1.291; H 0.365; H 0.397; H 0.393; H 0.550


(6)
The following is a DFT calculation (ωB97M-V with the def2-TZVPD basis set) of the molecule C3H5N in a non-equilibrium geometry.

## Properties
SMILES string: N=C1CC1
LUMO level (alpha / beta), eV: -0.176 / -0.215
Frontier orbital gap (alpha / beta), eV: 7.8 / 6.8
Calculated total energy, Eh: -171.62301
E_HOMO (alpha / beta), eV: -7.998 / -7.054
ΔE to the lowest compared entry with this formula, charge and spin, kcal/mol: 271.1

Positions of all 9 atoms, in Å:
N  -1.36862  -1.01353  0.31019
C  -0.70494  -0.03142  -0.16025
C  0.36621  0.85584  -0.41509
C  0.66508  -0.39830  0.32459
H  -2.34677  -0.92104  0.01333
H  -0.23214  1.77931  -0.23304
H  1.07025  1.55857  0.11135
H  1.76656  -0.39373  0.12038
H  0.78436  -1.43571  -0.07146

Mulliken atomic charges, in units of e: N -0.587; C 0.399; C -0.548; C -0.472; H 0.215; H 0.193; H 0.237; H 0.372; H 0.191